Formula: C11H18ClN3O2S
Source: the Open Molecules 2025 dataset
Level of theory: ωB97M-V/def2-TZVPD

Geometry (Å):
C  2.923  0.579  -2.621
N  3.134  1.416  -1.434
C  4.184  1.025  -0.476
C  2.400  2.488  -1.288
Cl  2.612  3.629  -0.062
H  3.616  -0.259  -2.559
H  1.889  0.213  -2.644
H  3.124  1.157  -3.531
H  4.611  0.099  -0.862
H  4.963  1.795  -0.421
H  3.751  0.847  0.517
H  1.611  2.715  -2.011
C  -0.272  -1.490  3.439
C  -1.311  -0.418  3.261
N  -1.481  0.029  1.841
C  -0.556  0.993  1.362
O  0.307  1.444  2.141
C  -0.691  1.366  0.020
C  -1.554  0.703  -0.853
O  -1.618  0.909  -2.084
N  -2.400  -0.278  -0.273
C  -3.236  -1.082  -1.217
C  -2.493  -2.238  -1.827
C  -2.323  -0.712  1.036
S  -3.117  -2.086  1.586
H  -0.237  -1.735  4.505
H  -0.519  -2.401  2.883
H  0.716  -1.125  3.137
H  -2.299  -0.793  3.546
H  -1.050  0.478  3.829
H  -0.057  2.142  -0.367
H  -4.070  -1.440  -0.604
H  -3.582  -0.386  -1.984
H  -3.177  -2.738  -2.520
H  -1.626  -1.884  -2.395
H  -2.172  -2.961  -1.070

The frontier orbital gap is 4.76 eV. The value obtained for the HOMO energy is -6.86 eV.

---

Formula: C11H18CoNO7P3S
Source: the Open Molecules 2025 dataset
Level of theory: ωB97M-V/def2-TZVPD

Geometry (Å):
Co  -0.692  -1.632  -0.650
C  -0.672  1.410  2.017
C  -2.014  0.823  1.579
O  -3.123  1.408  2.266
P  -2.091  -0.953  1.923
O  -3.481  -1.466  1.371
O  -2.090  -1.044  3.492
O  -0.979  -1.764  1.318
P  -2.278  1.149  -0.223
O  -3.839  0.761  -0.385
O  -1.967  2.541  -0.534
O  -1.567  -0.015  -0.915
H  -0.520  1.264  3.088
H  -0.671  2.472  1.773
H  0.164  0.952  1.486
H  -2.796  1.860  3.053
H  -4.054  -0.744  1.052
H  -2.081  -1.923  3.894
H  -4.415  1.535  -0.328
C  2.560  -2.078  -2.230
P  1.690  -1.265  -0.866
C  2.541  -1.793  0.637
C  1.971  0.506  -1.041
C  1.340  1.183  -2.085
C  1.483  2.552  -2.218
C  2.251  3.262  -1.304
C  2.874  2.600  -0.258
C  2.735  1.225  -0.125
H  3.623  -1.839  -2.188
H  2.159  -1.729  -3.181
H  2.430  -3.158  -2.178
H  3.577  -1.453  0.649
H  2.537  -2.884  0.665
H  2.020  -1.431  1.522
H  0.708  0.657  -2.791
H  0.979  3.069  -3.022
H  2.355  4.333  -1.405
H  3.467  3.152  0.458
H  3.224  0.729  0.702
S  -3.541  -5.020  -1.941
C  -2.349  -3.992  -1.647
N  -1.467  -3.258  -1.425

The frontier orbital gap (alpha / beta) is 9.59 / 4.70 eV. The relative energy (zero: lowest compared OMol25 entry of this formula, charge and spin) comes out at 9.09 kJ/mol. The spin multiplicity is 5. The value obtained for the HOMO energy (alpha / beta) is -11.87 / -12.04 eV. Its charge is +1.

---

Formula: C11H18F4O5
Source: the Open Molecules 2025 dataset
Level of theory: ωB97M-V/def2-TZVPD

Geometry (Å):
C  2.680  -1.026  0.164
C  2.476  -2.593  -0.273
F  3.515  -2.952  -1.303
C  0.986  -2.971  -0.844
O  -0.115  -2.171  -0.234
C  -1.309  -2.182  -1.143
O  -1.547  -3.369  -1.744
O  -2.078  -0.947  -1.360
C  -3.524  -1.235  -1.570
C  -4.243  -1.438  -0.119
C  -5.156  -2.780  0.053
F  -5.478  -3.508  -1.193
F  -4.556  -3.646  1.127
F  -6.482  -2.334  0.623
H  2.092  -0.876  1.189
H  2.232  -0.287  -0.626
H  3.814  -0.728  0.385
H  2.709  -3.288  0.655
H  0.796  -4.114  -0.558
H  1.020  -2.811  -2.024
H  -3.723  -2.069  -2.364
H  -3.973  -0.230  -2.034
H  -3.441  -1.414  0.765
H  -4.949  -0.505  0.092
O  3.678  1.911  -0.709
C  3.080  2.624  0.097
O  1.838  2.296  0.509
C  1.135  2.948  1.582
C  0.407  4.180  1.081
C  3.682  3.919  0.559
H  1.805  3.166  2.418
H  0.401  2.226  1.955
H  1.102  4.925  0.684
H  -0.172  4.641  1.887
H  -0.274  3.916  0.264
H  3.462  4.700  -0.173
H  4.766  3.790  0.634
H  3.344  4.231  1.545

The frontier orbital gap is 10.72 eV. The value obtained for the HOMO energy is -10.36 eV. As for the structure (SMILES): C[C@H](F)COC(=O)OCCC(F)(F)F.CCOC(C)=O.

---

Formula: C11H18F9N3O6PbS3Se2
Source: the Open Molecules 2025 dataset
Level of theory: ωB97M-V/def2-TZVPD

Geometry (Å):
Pb  0.019  0.948  -0.584
C  -2.444  -4.029  2.597
Se  -1.768  -3.592  0.851
C  0.010  -2.915  1.197
C  0.314  -2.048  2.401
Se  0.324  -0.093  2.207
C  2.246  0.079  2.424
H  -1.780  -4.816  2.955
H  -3.445  -4.429  2.449
H  -2.436  -3.164  3.245
H  0.353  -2.494  0.252
H  0.499  -3.889  1.305
H  1.341  -2.265  2.685
H  -0.320  -2.248  3.261
H  2.495  -0.244  3.430
H  2.493  1.131  2.312
H  2.761  -0.512  1.668
F  -5.508  -0.026  1.261
C  -4.724  -0.812  1.933
F  -5.115  -2.080  1.860
F  -4.621  -0.433  3.186
S  -2.949  -0.716  1.251
O  -2.782  0.416  0.414
O  -2.107  -0.954  2.386
N  -2.736  -2.122  0.294
S  -3.670  -2.376  -1.141
O  -4.660  -1.360  -1.136
O  -3.912  -3.771  -1.237
C  -2.404  -1.967  -2.450
F  -2.361  -0.663  -2.607
F  -2.750  -2.577  -3.551
F  -1.207  -2.414  -2.035
C  2.871  4.036  -3.327
N  2.482  3.271  -2.144
C  2.083  3.825  -1.011
S  1.628  2.847  0.370
N  2.067  5.146  -0.927
C  1.682  5.968  0.228
H  3.128  3.333  -4.113
H  3.746  4.657  -3.128
H  2.048  4.661  -3.677
H  2.600  2.267  -2.157
H  2.444  5.651  -1.714
H  1.151  5.361  0.950
H  1.033  6.770  -0.112
H  2.566  6.392  0.697
F  2.861  -2.661  -2.447
C  3.261  -1.453  -2.058
F  4.063  -1.583  -0.992
F  3.931  -0.873  -3.036
C  2.044  -0.607  -1.629
O  1.894  0.550  -2.070
O  1.262  -1.122  -0.789

The frontier orbital gap is 8.20 eV. The relative energy (zero: lowest compared OMol25 entry of this formula, charge and spin) comes out at 0.00 kJ/mol. The value obtained for the HOMO energy is -14.68 eV. Its charge is +2.

---

Formula: C11H18FNO8S3
Source: the Open Molecules 2025 dataset
Level of theory: ωB97M-V/def2-TZVPD

Geometry (Å):
C  2.814  -1.682  0.662
C  2.216  -0.380  0.148
C  2.485  -0.079  -1.332
O  3.778  -0.589  -1.708
C  4.189  -0.477  -2.989
O  5.075  -1.174  -3.387
C  3.541  0.558  -3.873
S  4.155  2.260  -3.626
N  5.086  2.186  -2.150
S  4.608  3.145  -0.904
O  3.568  4.016  -1.302
O  4.538  2.375  0.289
F  5.900  3.993  -0.796
O  0.794  -0.444  0.357
C  0.113  0.695  0.016
O  0.402  1.772  0.453
C  -1.019  0.452  -0.942
S  -2.542  0.397  0.054
H  3.650  -2.028  0.069
H  2.027  -2.435  0.688
H  3.124  -1.541  1.694
H  2.599  0.449  0.735
H  2.434  0.996  -1.488
H  1.721  -0.582  -1.927
H  2.457  0.541  -3.787
H  3.794  0.291  -4.893
H  5.275  1.254  -1.792
H  -1.041  1.259  -1.668
H  -0.887  -0.518  -1.408
H  -3.391  -0.161  -0.813
O  -5.057  -1.748  0.565
C  -5.379  -1.454  1.679
O  -4.769  -0.467  2.375
C  -5.301  -0.394  3.710
C  -6.675  -1.046  3.629
C  -6.463  -2.087  2.531
H  -4.624  -0.932  4.377
H  -5.337  0.649  4.012
H  -7.009  -1.456  4.580
H  -7.413  -0.312  3.301
H  -6.083  -3.032  2.922
H  -7.353  -2.271  1.937

The frontier orbital gap is 9.34 eV. The value obtained for the HOMO energy is -9.02 eV. As for the structure (SMILES): C[C@@H](COC(=O)CSNS(=O)(=O)F)OC(=O)CS.O=C1CCCO1.

---

Formula: C11H18FeN4S2
Source: the Open Molecules 2025 dataset
Level of theory: ωB97M-V/def2-TZVPD

Geometry (Å):
Fe  0.191  0.092  0.180
N  2.196  -0.467  -0.614
C  2.505  -1.894  -0.314
C  2.386  -2.210  1.176
C  0.964  -2.516  1.644
N  0.189  -1.278  1.937
H  2.287  -0.318  -1.616
H  2.917  0.115  -0.191
H  3.511  -2.138  -0.655
H  1.807  -2.515  -0.877
H  2.793  -1.376  1.761
H  3.008  -3.078  1.390
H  1.005  -3.150  2.530
H  0.434  -3.069  0.868
H  0.608  -0.818  2.743
H  -0.746  -1.542  2.238
C  0.981  3.299  1.818
C  -0.179  3.237  0.887
N  -0.557  2.156  0.247
C  -1.663  2.370  -0.555
C  -2.123  3.645  -0.512
S  -1.171  4.594  0.539
C  -2.175  1.242  -1.317
C  -3.235  1.200  -2.165
S  -3.421  -0.367  -2.811
C  -2.067  -0.915  -1.918
N  -1.523  0.031  -1.188
C  -1.570  -2.318  -1.972
H  1.460  2.322  1.885
H  0.666  3.607  2.816
H  1.715  4.031  1.480
H  -2.963  4.075  -1.036
H  -3.908  1.996  -2.441
H  -2.177  -2.922  -2.643
H  -1.603  -2.775  -0.981
H  -0.539  -2.346  -2.331

The frontier orbital gap (alpha / beta) is 9.08 / 7.71 eV. The spin multiplicity is 5. The value obtained for the HOMO energy (alpha / beta) is -14.77 / -14.76 eV. Its charge is +2.

---

Formula: C11H18N2O3
Source: the Open Molecules 2025 dataset
Level of theory: ωB97M-V/def2-TZVPD

Geometry (Å):
O  0.766  -2.767  4.090
O  2.606  -3.093  1.924
O  -1.652  -1.261  3.679
C  0.447  -2.261  3.012
C  1.357  -2.443  1.854
C  0.575  -1.959  0.848
N  1.142  -1.790  -0.372
N  0.819  -0.604  -1.141
C  -1.813  -3.240  2.359
C  -0.801  -1.348  1.183
C  -0.447  -0.565  -1.880
C  1.716  0.569  -1.075
C  -1.255  0.648  -1.670
C  0.923  1.825  -0.945
C  -0.458  1.979  -1.704
C  -1.027  -1.962  2.622
H  2.671  -3.429  2.790
H  -1.631  -1.688  4.527
H  2.136  -1.942  -0.364
H  -1.315  -3.953  1.733
H  -2.780  -3.061  2.070
H  -2.059  -3.829  3.292
H  -0.817  -0.217  1.265
H  -1.590  -1.671  0.536
H  -0.253  -0.463  -2.952
H  -0.987  -1.488  -1.743
H  2.170  0.634  -2.034
H  2.604  0.548  -0.363
H  -1.948  0.622  -2.486
H  -1.830  0.493  -0.717
H  1.586  2.749  -1.081
H  0.578  1.944  0.071
H  -1.049  2.795  -1.245
H  -0.190  2.102  -2.786

The frontier orbital gap is 8.36 eV. The relative energy (zero: lowest compared OMol25 entry of this formula, charge and spin) comes out at 590.07 kJ/mol. The value obtained for the HOMO energy is -7.70 eV. As for the structure (SMILES): C[C@]1(O)CC(NN2CCCCC2)=C(O)C1=O.